This record from the Open Molecules 2025 dataset describes C23H15N3S6Yb as an isolated structure. The level of theory is wB97M-V/def2-TZVPD.

LUMO level (spin up / spin down) ... 2.36 / 2.36 eV
Highest occupied orbital energy (spin up / spin down) ... -5.07 / -5.07 eV
Electronic energy ... -125111.197 eV
ΔE to the lowest compared entry with this formula, charge and spin ... 104.8 kJ/mol
Spin multiplicity ... 2
Orbital gap (spin up / spin down) ... 0.27301 / 0.27313 hartree
⟨S²⟩ ... 0.751
Charge ... -1
Largest force on an atom ... 3.38 eV/Å

CARTESIAN COORDINATES (ANGSTROEM)
1 Yb -1.27527 1.49585 -0.44319
2 S -3.74758 0.21326 -0.74608
3 C -3.58180 -1.19600 0.32793
4 C -4.10380 -2.43589 -0.05725
5 C -4.06713 -3.48378 0.80757
6 C -3.56737 -3.35850 2.11722
7 C -3.05305 -2.14941 2.49120
8 C -3.09453 -1.06564 1.68164
9 S -2.33795 0.47132 2.08907
10 C -0.81953 0.06917 2.92677
11 C 0.13269 -0.64656 2.14764
12 C 0.90940 -1.56191 2.81523
13 C 2.03868 -2.01294 2.16967
14 C 2.23894 -1.68478 0.84447
15 C 1.35024 -0.94807 0.17501
16 C 1.60332 -0.67298 -1.36086
17 S -0.05386 -0.28314 -2.16002
18 C 0.59734 0.79273 -3.47750
19 C 1.81684 0.55161 -4.11441
20 C 2.35818 1.52848 -4.98079
21 C 1.70586 2.72044 -5.15912
22 C 0.45897 2.96544 -4.48882
23 C -0.11232 1.99738 -3.67976
24 S -1.68654 2.31834 -2.89370
25 N 0.28959 -0.45126 0.83135
26 H -4.45805 -2.61183 -1.05050
27 H -4.37693 -4.43223 0.47416
28 H -3.64107 -4.23276 2.76782
29 H -2.69554 -1.98057 3.53071
30 H -1.00259 -0.36865 3.86278
31 H -0.44373 1.03086 3.23063
32 H 0.60371 -1.89159 3.82437
33 H 2.69029 -2.73488 2.61410
34 H 3.09876 -2.00469 0.29264
35 H 2.02334 -1.59210 -1.74620
36 H 2.38397 0.03853 -1.39862
37 H 2.32534 -0.35947 -3.92389
38 H 3.33481 1.47430 -5.50810
39 H 2.22641 3.51217 -5.73834
40 H -0.06609 3.85135 -4.69576
41 S 1.17393 2.66239 -0.54921
42 C 0.87368 2.74336 1.14159
43 S -0.74437 3.18237 1.64538
44 C 1.87810 2.35519 2.04253
45 C 1.76111 2.43227 3.51297
46 N 1.63029 2.47146 4.65463
47 C 3.20062 1.90041 1.64794
48 N 4.22466 1.38094 1.50508

This record from the Open Molecules 2025 dataset describes C18H18N6PdS as an isolated structure. The level of theory is wB97M-V/def2-TZVPD.

LUMO level ... -6.87 eV
Highest occupied orbital energy ... -14.59 eV
Electronic energy ... -42201.352 eV
Orbital gap ... 0.28377 hartree
Charge ... +2
Largest force on an atom ... 0.22 eV/Å

CARTESIAN COORDINATES (ANGSTROEM)
1 Pd 0.14538 -0.37881 -0.01764
2 C 3.99109 0.85038 -1.42220
3 C 2.57743 0.41459 -1.24264
4 N 2.02584 0.21120 -0.09873
5 N 2.70462 0.36114 1.08357
6 C 2.05728 0.06496 2.23620
7 N 2.73228 0.19911 3.36695
8 S 0.43009 -0.42973 2.25235
9 C 1.67879 0.13782 -2.39133
10 C 2.06132 0.29440 -3.70667
11 C 1.14152 0.01337 -4.71483
12 C -0.12671 -0.40512 -4.37221
13 C -0.44474 -0.54446 -3.02614
14 N 0.43457 -0.29097 -2.06649
15 H 4.33041 1.49720 -0.61353
16 H 4.10871 1.41748 -2.34094
17 H 4.64945 -0.02056 -1.48078
18 H 3.69535 0.55788 1.05899
19 H 3.68260 0.53242 3.40993
20 H 2.27629 -0.01453 4.24065
21 H 3.05658 0.62568 -3.96141
22 H 1.42410 0.12800 -5.75231
23 H -0.87010 -0.62830 -5.12385
24 H -1.42490 -0.87146 -2.70614
25 C -2.81034 -3.44022 0.06544
26 C -4.04352 -2.80783 0.07473
27 C -4.08877 -1.42632 0.06766
28 C -2.91280 -0.68500 0.05176
29 N -1.72172 -1.31284 0.03491
30 C -1.67869 -2.65667 0.04759
31 C -2.92515 0.80966 0.04865
32 C -4.10205 1.53970 0.16278
33 C -4.03060 2.92369 0.14937
34 C -2.79453 3.53366 0.02611
35 C -1.67390 2.72633 -0.07594
36 N -1.73474 1.39790 -0.06637
37 H -2.72091 -4.51659 0.07554
38 H -4.95977 -3.38234 0.08933
39 H -5.04284 -0.92446 0.07284
40 H -0.69351 -3.10289 0.04807
41 H -5.06116 1.05760 0.26871
42 H -4.93198 3.51468 0.23783
43 H -2.69674 4.60980 0.01351
44 H -0.68584 3.16281 -0.16632

This record from the Open Molecules 2025 dataset describes C31H28BGeN8Ru as an isolated structure. The level of theory is wB97M-V/def2-TZVPD.

LUMO level (spin up / spin down) ... -9.13 / -9.03 eV
Highest occupied orbital energy (spin up / spin down) ... -14.09 / -14.08 eV
Electronic energy ... -104280.003 eV
ΔE to the lowest compared entry with this formula, charge and spin ... 70.9 kJ/mol
Spin multiplicity ... 2
Orbital gap (spin up / spin down) ... 0.18199 / 0.18559 hartree
⟨S²⟩ ... 0.768
Charge ... +2
Largest force on an atom ... 2.11 eV/Å

CARTESIAN COORDINATES (ANGSTROEM)
1 Ru -0.18356 1.36652 -0.00401
2 C -1.81834 0.81530 -3.88558
3 C -0.74852 1.05714 -3.04211
4 N -1.18014 1.09448 -1.77640
5 N -2.51947 0.88214 -1.78181
6 C -2.91841 0.70314 -3.05147
7 B -3.29095 0.93647 -0.43560
8 N -2.95157 2.32069 0.19238
9 C -3.67961 3.43233 0.33471
10 C -2.86008 4.44122 0.82902
11 C -1.61242 3.85974 0.96005
12 N -1.69435 2.56735 0.58168
13 N -2.67665 -0.15877 0.46662
14 C -3.27091 -1.22051 1.02283
15 C -2.32013 -1.96081 1.70381
16 C -1.12700 -1.28240 1.51390
17 N -1.35109 -0.20123 0.75539
18 N -4.77485 0.80852 -0.52765
19 C -5.64074 0.94444 0.52713
20 C -6.90852 0.82438 0.04071
21 C -6.73663 0.60403 -1.34613
22 N -5.46208 0.58186 -1.67501
23 H -1.80404 0.73337 -4.95775
24 H 0.29026 1.20152 -3.28863
25 H -3.95705 0.51633 -3.26615
26 H -4.72493 3.46109 0.07280
27 H -3.13640 5.45690 1.05177
28 H -0.68345 4.27483 1.31822
29 H -4.32645 -1.39672 0.89548
30 H -2.46265 -2.86678 2.26608
31 H -0.14622 -1.50665 1.89384
32 H -5.28554 1.13044 1.52942
33 H -7.83006 0.85081 0.59606
34 H -7.49505 0.44069 -2.09494
35 C 1.66354 1.22820 -0.64871
36 Ge 2.66249 -0.27129 0.06044
37 C 1.91152 -0.40819 1.84592
38 C 2.22404 -1.44460 2.71915
39 C 1.75203 -1.42112 4.02745
40 C 0.98554 -0.35189 4.48057
41 C 0.66499 0.69201 3.62467
42 C 1.12599 0.64979 2.32071
43 C 2.10279 -1.69322 -1.17125
44 C 1.07212 -2.56463 -0.82614
45 C 0.63961 -3.50016 -1.75609
46 C 1.22184 -3.54996 -3.01691
47 C 2.24107 -2.67147 -3.36108
48 C 2.68501 -1.73315 -2.43819
49 C 4.60871 -0.24214 0.09961
50 C 5.25669 -1.41196 0.48203
51 C 6.64248 -1.42135 0.57007
52 C 7.36649 -0.27685 0.26183
53 C 6.71560 0.88659 -0.12078
54 C 5.32880 0.90989 -0.20695
55 H 2.05357 1.81834 -1.48821
56 H 2.81970 -2.28432 2.38233
57 H 1.99399 -2.23438 4.69896
58 H 0.63597 -0.33425 5.50382
59 H 0.08281 1.53040 3.98506
60 H 0.87397 1.51348 1.64946
61 H 0.62075 -2.52980 0.15579
62 H -0.14528 -4.19564 -1.48840
63 H 0.88018 -4.28186 -3.73675
64 H 2.70354 -2.72154 -4.33779
65 H 3.48857 -1.05457 -2.70185
66 H 4.70242 -2.31845 0.69906
67 H 7.14947 -2.33046 0.86480
68 H 8.44703 -0.29733 0.31006
69 H 7.27996 1.77853 -0.35878
70 H 4.82958 1.82552 -0.50259

This record from the Open Molecules 2025 dataset describes one molecule with the formula C3H4N2O2. The level of theory is wB97M-V/def2-TZVPD.

LUMO level ... 0.49 eV
Highest occupied orbital energy ... -10.45 eV
Electronic energy ... -10248.426 eV
Structure (SMILES) ... O=C1NCC=NO1
ΔE to the lowest compared entry with this formula, charge and spin ... 370.4 kJ/mol
Orbital gap ... 0.40211 hartree
Largest force on an atom ... 6.74 eV/Å

CARTESIAN COORDINATES (ANGSTROEM)
1 O 2.65882 -0.31258 -0.02025
2 C 1.43866 -0.34231 -0.00197
3 N 0.59764 0.66390 -0.33668
4 C -0.66640 0.75652 0.29690
5 C -1.20966 -0.58781 -0.04435
6 N -0.57410 -1.62396 -0.17299
7 O 0.84279 -1.55323 0.19850
8 H 0.99658 1.47593 -0.35063
9 H -1.21891 1.30909 -0.38082
10 H -0.61911 1.00234 1.32551
11 H -2.24633 -0.78790 -0.51322

This record from the Open Molecules 2025 dataset describes C6H11NO2 as an isolated structure. The level of theory is wB97M-V/def2-TZVPD.

LUMO level (spin up / spin down) ... -0.57 / -0.70 eV
Highest occupied orbital energy (spin up / spin down) ... -7.77 / -7.73 eV
Electronic energy ... -11980.557 eV
ΔE to the lowest compared entry with this formula, charge and spin ... 551.0 kJ/mol
Orbital gap (spin up / spin down) ... 0.26464 / 0.25813 hartree
Largest force on an atom ... 3.04 eV/Å

CARTESIAN COORDINATES (ANGSTROEM)
1 C 2.00202 0.81823 0.36608
2 C -0.00268 -1.32628 0.08303
3 C 0.77055 0.44447 -0.41229
4 C 0.02022 -2.31366 -0.88355
5 O 0.61855 -1.50594 1.31870
6 N 0.65386 0.83278 -1.62181
7 H 0.58382 -2.45309 1.51104
8 H -0.20920 0.47016 -2.04211
9 H 2.70646 -0.01657 0.35818
10 H 2.47378 1.69308 -0.08295
11 H 1.76842 1.02150 1.41265
12 H -0.80944 -2.39844 -1.57055
13 H 0.95057 -2.81126 -1.12209
14 C -1.97065 1.58572 0.16983
15 C -1.01047 0.53607 0.58880
16 O -1.30350 -0.72138 0.18136
17 H -0.53428 0.60400 1.56308
18 H -2.91995 1.45171 0.70398
19 H -2.19808 1.50273 -0.89739
20 H -1.58999 2.58616 0.37600

This record from the Open Molecules 2025 dataset describes one molecule with the formula C8H12O. The level of theory is wB97M-V/def2-TZVPD.

LUMO level ... 0.84 eV
Highest occupied orbital energy ... -9.01 eV
Electronic energy ... -10532.062 eV
Structure (SMILES) ... C[C@@H]1C(=O)CC[C@H]2C[C@@H]21
ΔE to the lowest compared entry with this formula, charge and spin ... 569.2 kJ/mol
Orbital gap ... 0.36175 hartree
Largest force on an atom ... 6.71 eV/Å

CARTESIAN COORDINATES (ANGSTROEM)
1 C 0.73499 1.97773 -0.33926
2 C 0.67873 0.87309 0.65567
3 C 1.57617 -0.25637 0.21873
4 O 2.60841 0.01656 -0.36038
5 C 0.90780 -1.68781 0.30979
6 C -0.53619 -1.74010 -0.30536
7 C -0.97375 -0.45423 -0.56075
8 C -1.97934 0.64357 -0.05365
9 C -0.74473 0.35805 0.57890
10 H 0.03608 2.77572 -0.03002
11 H 1.75656 2.63670 -0.51981
12 H 0.48464 1.31060 -1.19378
13 H 0.57997 1.25456 1.71030
14 H 1.19796 -2.02026 1.36029
15 H 1.68988 -2.45692 -0.20919
16 H -0.42053 -2.12364 -1.54508
17 H -1.22544 -2.27876 0.26542
18 H -0.59860 -0.10995 -1.60290
19 H -2.61902 0.12377 0.85889
20 H -2.37115 1.49701 -0.67181
21 H -0.78243 -0.33933 1.43402

This record from the Open Molecules 2025 dataset describes C34H22ClFeN6O3 as an isolated structure. The level of theory is wB97M-V/def2-TZVPD.

LUMO level (spin up / spin down) ... 1.70 / 1.69 eV
Highest occupied orbital energy (spin up / spin down) ... -3.75 / -3.76 eV
Electronic energy ... -97610.528 eV
ΔE to the lowest compared entry with this formula, charge and spin ... 205.6 kJ/mol
Spin multiplicity ... 5
Orbital gap (spin up / spin down) ... 0.20039 / 0.20055 hartree
⟨S²⟩ ... 6.009
Charge ... -1
Largest force on an atom ... 1.62 eV/Å

CARTESIAN COORDINATES (ANGSTROEM)
1 Fe -0.52756 0.64912 0.01811
2 O -0.91391 3.13762 -3.49301
3 C -0.92349 2.59841 -2.37961
4 N -1.05358 1.30119 -2.06997
5 C -1.37561 0.33217 -3.00316
6 C -1.87625 0.61072 -4.28011
7 C -2.30666 -0.39439 -5.12264
8 C -2.23281 -1.71840 -4.71572
9 C -1.72014 -2.02884 -3.47511
10 C -1.28958 -1.03100 -2.58977
11 N -0.90753 -1.27239 -1.29516
12 C -0.78813 -2.50734 -0.79016
13 O -0.66839 -3.58403 -1.38271
14 C -0.78254 -2.49034 0.72058
15 C -0.26310 -3.68173 1.36747
16 C 0.02857 -3.83508 2.66736
17 C -0.21534 -2.77495 3.68048
18 C 0.23513 -1.37463 3.19580
19 N -1.25697 -1.41920 1.24307
20 C -0.75726 3.48161 -1.16691
21 C -0.69521 4.86787 -1.32866
22 C -0.53575 5.67364 -0.21846
23 C -0.44172 5.06998 1.02916
24 C -0.50144 3.68710 1.10042
25 N -0.65451 2.91583 0.03607
26 H -1.95093 1.63798 -4.59739
27 H -2.71392 -0.14620 -6.09474
28 H -2.59310 -2.50956 -5.36064
29 H -1.66495 -3.05581 -3.15290
30 H -0.08611 -4.49346 0.67275
31 H 0.39268 -4.78820 3.03032
32 H 0.11312 -3.06929 4.67764
33 H 0.43035 -0.70031 4.03374
34 H -0.75507 5.26664 -2.32982
35 H -0.47921 6.74975 -0.31684
36 H -0.32388 5.66026 1.92516
37 H -0.42820 3.16627 2.04376
38 Cl -2.56125 -2.94950 6.06762
39 C -2.25543 -1.74748 4.83941
40 C -2.55252 -0.45493 5.05581
41 C -2.35080 0.53950 4.06354
42 C -1.77341 0.25050 2.84950
43 O -1.63278 1.06844 1.88935
44 C -1.21400 -1.14751 2.63459
45 C 1.35578 -1.38636 2.22356
46 N 1.37415 -0.67625 1.16220
47 C 2.32346 -0.84692 0.17664
48 C 2.96376 -2.05323 -0.09115
49 C 3.82587 -2.17977 -1.17642
50 C 4.11155 -1.10571 -1.98597
51 C 3.50156 0.13894 -1.74668
52 C 3.76882 1.28641 -2.51957
53 C 3.14076 2.46504 -2.19964
54 C 2.22166 2.47751 -1.15242
55 N 1.91149 1.41675 -0.43003
56 C 2.56635 0.26448 -0.68335
57 C -1.68975 -2.27988 3.57656
58 H -2.98913 -0.15434 5.99881
59 H -2.69253 1.54300 4.25683
60 H 2.15074 -2.10656 2.45616
61 H 2.74778 -2.92268 0.51325
62 H 4.27073 -3.14379 -1.38457
63 H 4.78545 -1.20742 -2.82580
64 H 4.47590 1.22019 -3.33477
65 H 3.32975 3.37095 -2.75222
66 H 1.73301 3.40172 -0.87873
67 H -2.36399 -3.01213 3.11910

This record from the Open Molecules 2025 dataset describes a 2-piece molecular cluster, C4HF3 overall. The level of theory is wB97M-V/def2-TZVPD.

LUMO level ... -2.50 eV
Highest occupied orbital energy ... -10.51 eV
Electronic energy ... -12309.302 eV
ΔE to the lowest compared entry with this formula, charge and spin ... 205.3 kJ/mol
Orbital gap ... 0.29432 hartree
Largest force on an atom ... 7.05 eV/Å

CARTESIAN COORDINATES (ANGSTROEM)
1 C 1.06228 -2.02058 1.68471
2 C 0.62648 -0.92524 1.25041
3 C -0.05102 -0.05454 0.48050
4 C -0.08672 0.53830 -0.88671
5 F 0.34761 1.77714 -0.87957
6 F 0.76326 -0.23769 -1.62178
7 F -1.29538 0.54349 -1.37629
8 H -1.36650 0.37913 1.34874

no.,M (g mol⁻¹)
1,698.8
2,456.9
3,697.1
4,100.1
5,129.2
6,124.2
7,653.9
8,106.0